Density functional theory data (ωB97M-V/def2-TZVPD) for a structure of composition C42H61BN9OPtS4Se in a non-equilibrium geometry.

Structure (XYZ):
```
120
Properties=species:S:1:pos:R:3:forces:R:3
Pt -1.06756 -0.97552 -0.37818 0.679 -0.015 -0.265
C 1.67227 3.13570 1.11285 0.033 -0.063 0.037
C 1.99759 2.06979 0.11445 -0.089 0.091 0.078
C 2.95101 2.20528 -0.85084 0.027 -0.073 -0.068
C 3.16652 1.19000 -1.82276 0.108 0.139 0.101
N 2.53897 0.04468 -1.73955 -0.101 -0.107 0.024
N 1.63265 -0.09909 -0.76315 -0.063 0.121 -0.168
B 0.95478 -1.46945 -0.57450 0.221 -0.012 -0.020
N 1.18239 -2.46884 -1.73802 -0.064 0.021 -0.029
N 2.36081 -3.07567 -1.74477 -0.010 0.005 0.078
C 2.61147 -3.95631 -2.69281 -0.014 -0.053 -0.148
C 1.62502 -4.27073 -3.64976 0.011 -0.004 0.050
C 0.40631 -3.64067 -3.64334 -0.062 -0.038 -0.107
C -0.67151 -3.94836 -4.63542 0.037 0.070 -0.011
C 0.21320 -2.69043 -2.62432 -0.033 0.081 -0.042
S -1.28866 -1.79577 -2.47627 -0.271 -0.385 0.060
C 4.00342 -4.57044 -2.68953 0.112 0.129 0.141
C 4.20287 -5.55390 -3.83967 -0.024 -0.052 0.014
C 4.22649 -5.27926 -1.34486 -0.095 -0.033 -0.038
C 5.01057 -3.41566 -2.83005 -0.070 -0.032 0.003
N 1.48406 -2.07810 0.75957 0.134 -0.017 -0.109
N 2.76746 -1.88890 1.03784 -0.052 0.101 -0.018
C 3.23888 -2.38087 2.16283 -0.018 -0.096 0.143
C 2.38621 -3.08000 3.05055 0.035 0.036 -0.075
C 1.05779 -3.25984 2.76214 -0.053 -0.138 0.054
C 0.09721 -3.95639 3.67456 0.019 -0.046 -0.142
C 0.62830 -2.71405 1.53895 -0.136 -0.122 0.112
S -1.02282 -2.80641 0.97155 -0.017 0.223 0.189
C 4.71756 -2.14156 2.42492 0.154 0.049 -0.167
C 5.15737 -2.67258 3.78711 -0.051 0.012 0.025
C 5.51617 -2.85371 1.31922 -0.047 0.011 0.035
C 4.99698 -0.63255 2.34035 -0.088 -0.018 0.035
C 1.27493 0.85471 0.09675 -0.018 0.033 0.108
S -0.09891 0.56333 1.14888 -0.010 -0.075 0.040
C 4.09025 1.43824 -2.99967 0.001 -0.094 -0.120
C 5.45877 1.92853 -2.50743 -0.029 -0.021 0.061
C 4.27663 0.16733 -3.82750 -0.022 0.006 0.105
C 3.42906 2.51973 -3.87252 -0.006 -0.008 0.043
H 2.30289 4.00952 0.96872 0.002 -0.006 -0.002
H 1.81469 2.76696 2.13063 0.006 0.008 -0.004
H 0.62685 3.43683 1.02244 0.002 0.008 -0.015
H 3.54176 3.11114 -0.89470 -0.042 0.016 -0.045
H 1.82264 -5.03517 -4.38819 0.018 0.022 -0.016
H -0.38198 -4.77892 -5.27405 0.008 -0.003 0.006
H -0.86599 -3.08133 -5.26996 -0.009 -0.006 0.002
H -1.60495 -4.19883 -4.13040 0.006 -0.014 0.004
H 3.58279 -6.44616 -3.72845 -0.024 0.026 -0.036
H 5.24126 -5.88370 -3.84783 -0.009 -0.011 0.024
H 4.00544 -5.09824 -4.81226 0.028 -0.001 0.006
H 3.61497 -6.18077 -1.26887 -0.004 0.018 0.014
H 3.98083 -4.61752 -0.51416 0.055 -0.003 0.006
H 5.27276 -5.57261 -1.25772 -0.013 -0.023 -0.004
H 4.90495 -2.92323 -3.79881 0.015 0.012 0.017
H 6.02477 -3.80807 -2.75604 -0.008 0.002 -0.015
H 4.85971 -2.67768 -2.04120 0.040 0.010 -0.014
H 2.78156 -3.45865 3.98333 0.004 0.028 -0.003
H 0.56331 -4.18339 4.62976 -0.015 -0.004 0.004
H -0.24363 -4.89308 3.22698 0.020 -0.012 0.026
H -0.78835 -3.34096 3.84263 0.023 0.026 0.038
H 5.00342 -3.74988 3.87801 0.010 0.009 0.003
H 4.64608 -2.16817 4.61030 0.000 -0.017 -0.002
H 6.22465 -2.49094 3.90793 -0.007 0.005 0.008
H 5.40274 -3.93776 1.38398 -0.005 0.012 -0.021
H 6.57446 -2.61784 1.43326 -0.005 -0.025 0.003
H 5.19032 -2.52070 0.33274 0.022 -0.019 0.003
H 4.47010 -0.08679 3.12683 0.001 0.000 -0.018
H 4.69351 -0.23748 1.36960 0.022 0.014 0.011
H 6.06515 -0.45688 2.46566 -0.009 0.007 0.013
H 5.90817 1.21769 -1.81079 0.003 0.007 -0.015
H 5.40533 2.90455 -2.02266 0.013 -0.011 -0.011
H 6.12748 2.02800 -3.36200 0.000 0.020 0.011
H 4.80587 -0.59166 -3.25123 -0.007 -0.014 -0.033
H 4.86255 0.40100 -4.71594 0.012 -0.006 0.019
H 3.31893 -0.24845 -4.14273 0.021 0.005 -0.044
H 3.27893 3.45266 -3.32503 0.005 -0.003 -0.019
H 2.46374 2.17974 -4.25360 0.008 0.013 0.001
H 4.07245 2.73377 -4.72586 -0.005 0.020 0.011
C -3.82945 4.52035 -2.37255 -0.036 0.037 0.039
C -4.67516 4.93697 -1.17153 -0.010 -0.102 -0.137
C -6.09981 4.38546 -1.22200 0.142 -0.009 0.074
C -6.18537 2.88339 -0.95470 -0.034 0.250 -0.030
N -5.98695 2.58458 0.47093 0.185 -0.204 -0.178
C -4.86916 2.14615 1.07032 -0.547 0.025 0.192
Se -3.24191 1.81911 0.20296 0.598 -0.431 -0.291
N -5.10524 1.95249 2.37791 0.121 -0.224 -0.053
C -4.16997 1.39450 3.37053 0.240 0.168 -0.065
C -3.00930 2.31937 3.72426 -0.150 0.164 0.049
C -3.42615 3.69956 4.24704 -0.017 -0.008 -0.137
C -3.77863 4.70957 3.15145 -0.001 -0.041 0.055
C -6.43162 2.23319 2.62287 -0.168 0.035 0.097
C -7.20272 2.15437 3.79153 0.141 -0.031 -0.039
C -8.53119 2.46360 3.66850 -0.142 0.039 -0.126
C -9.10423 2.83775 2.42659 0.008 -0.029 0.194
C -8.35522 2.92903 1.28434 0.133 0.080 -0.077
C -6.99191 2.62703 1.40815 -0.158 0.034 0.089
H -2.82879 4.94834 -2.31065 0.005 -0.017 -0.010
H -4.28324 4.87792 -3.29770 0.019 -0.008 -0.001
H -3.72432 3.43568 -2.45475 0.006 -0.001 -0.011
H -4.72864 6.02558 -1.14496 0.018 -0.001 0.101
H -4.18979 4.63001 -0.23396 -0.009 0.090 0.022
H -6.52405 4.57414 -2.21004 -0.048 0.002 0.020
H -6.72683 4.90299 -0.49240 -0.066 0.008 -0.061
H -5.43990 2.33366 -1.52510 0.021 -0.037 0.016
H -7.16576 2.49604 -1.22625 0.005 -0.077 0.065
H -3.80623 0.43912 2.98881 -0.037 -0.039 -0.009
H -4.75646 1.19350 4.26300 -0.064 -0.053 -0.041
H -2.35467 2.44376 2.85879 0.065 -0.035 0.026
H -2.42928 1.79457 4.48654 -0.009 -0.022 -0.007
H -2.59606 4.09905 4.82989 -0.021 0.001 0.033
H -4.26822 3.59615 4.93801 0.053 0.010 0.053
H -3.01229 4.71826 2.36956 -0.006 0.015 0.011
H -3.83072 5.71611 3.56401 -0.018 -0.002 -0.018
H -4.74538 4.50721 2.68536 0.017 0.018 -0.013
H -6.78693 1.85160 4.74194 0.009 0.025 -0.002
H -9.16888 2.40883 4.54008 -0.002 0.009 -0.008
H -10.16344 3.05141 2.38523 0.008 0.002 0.007
H -8.79870 3.21082 0.33947 0.017 0.027 0.012
O -5.69579 -0.27955 0.39199 -0.066 0.203 -0.088
S -4.51724 -0.88869 -0.15246 0.327 -1.150 -0.137
N -3.21905 -0.08222 -0.20893 -0.832 1.535 0.463
```
Positions in Å, forces in eV/Å.

- Charge: +3
- Energy relative to the best compared isomer or geometry (same formula, charge and spin): 5.1 kcal/mol
- LUMO: -9.6 eV
- Highest occupied orbital energy: -15.80 eV
- E: -6342.69240 Ha
- Gap between HOMO and LUMO: 6.16 eV